[1]
Computed, not measured: one molecule with the formula C5H7N, with wB97M-V/def2-TZVPD.

Last column: Mulliken charge in e.
Element x y z (Å)
C1 -0.1903 -1.7059 -0.5808  -1.220
C2 0.1012 -0.2753 -0.2519  0.504
C3 -0.3947 0.3921 0.9964  -0.390
N1 0.0835 1.7533 0.7875  0.043
C4 0.7855 1.9863 -0.3170  -0.587
C5 0.7808 0.6420 -0.9622  -0.342
H1 0.5457 -2.1036 -1.2851  0.339
H2 -0.1945 -2.3417 0.3112  0.313
H3 -1.1788 -1.7972 -1.0482  0.265
H4 -1.4858 0.3530 1.1080  0.263
H5 -0.1022 2.4783 1.4657  0.152
H6 0.0557 -0.0479 1.8966  0.251
H7 1.2720 0.4470 -1.9114  0.408

Values from the calculation:
* strongest force on any atom: 0.6 eV Å⁻¹
* relative energy (zero: lowest compared OMol25 entry of this formula, charge and spin): 48.62 kcal/mol

[2]
Computed, not measured: a 2-piece molecular cluster, C11H27BO4S overall in a non-equilibrium geometry, with wB97M-V/def2-TZVPD.

Last column: Mulliken charge in e.
Element x y z (Å)
C1 0.4477 1.9455 1.5533  -0.919
C2 0.4130 2.1986 -0.0763  -0.419
C3 -0.6929 1.2129 -0.8526  -0.367
C4 0.0933 -0.2387 -1.0402  -0.298
S1 -1.0447 -1.6853 -1.3869  0.399
C5 0.1129 -3.0721 -1.9623  -0.629
C6 0.3974 -4.2176 -0.8253  -0.649
C7 1.4853 -3.8034 0.3279  0.265
C8 2.6853 -2.8040 -0.1697  -1.036
C9 0.8126 -3.1903 1.7053  -0.665
O1 -1.7768 -2.0937 0.1296  -0.051
B1 -3.1649 -2.6117 -0.1281  0.367
O2 -4.2385 -1.5618 -0.1224  -0.480
O3 -3.4728 -4.0436 -0.3948  -0.489
H1 -0.3455 2.6573 2.0391  0.287
H2 1.5086 2.1452 2.0417  0.273
H3 0.1993 0.8169 1.7707  0.263
H4 1.4718 1.8241 -0.4810  0.205
H5 0.3212 3.3230 -0.3887  0.290
H6 -1.6376 1.0003 -0.1826  0.277
H7 -0.9837 1.6455 -1.9248  0.309
H8 0.5961 -0.4525 0.0200  -0.152
H9 0.9074 -0.1909 -1.9056  0.476
H10 1.0669 -2.5828 -2.4307  0.377
H11 -0.4796 -3.6196 -2.8424  0.396
H12 -0.6430 -4.5697 -0.3585  0.177
H13 0.8250 -5.1838 -1.3807  0.383
H14 2.0176 -4.8191 0.6603  0.345
H15 3.2283 -3.1487 -1.1512  0.295
H16 2.3679 -1.6861 -0.3244  0.169
H17 3.5045 -2.7932 0.6965  0.343
H18 1.5023 -3.5201 2.6118  0.387
H19 -0.2493 -3.7071 1.8430  0.167
H20 0.6882 -2.0132 1.6497  0.002
H21 -4.5962 -1.5951 0.8225  0.321
H22 -3.3578 -4.5780 0.4633  0.332
C10 0.3668 7.2593 -0.2709  -1.045
C11 -0.3810 6.4539 0.8063  -0.508
O4 0.0552 5.2072 0.7281  -0.710
H23 0.1678 6.8776 -1.2804  0.237
H24 0.0387 8.3050 -0.2467  0.389
H25 1.4519 7.2534 -0.1080  0.237
H26 -1.4491 6.6482 0.6218  0.222
H27 -0.2196 7.0080 1.7442  0.226

Values from the calculation:
* strongest force on any atom: 4.5 eV Å⁻¹
* relative energy (zero: lowest compared OMol25 entry of this formula, charge and spin): 139.51 kcal/mol

[3]
Computed, not measured: a 2-piece molecular cluster, C13H26N5O6 overall in a non-equilibrium geometry, with wB97M-V/def2-TZVPD.

Last column: Mulliken charge in e.
Element x y z (Å)
O1 1.9712 4.3343 -2.2067  -0.765
O2 -1.9626 -2.9366 -1.3128  -0.669
O3 -1.1004 1.4508 -0.3684  -0.857
O4 -0.9725 6.4062 0.3669  -0.701
O5 0.1181 1.2779 1.4519  -0.756
O6 -0.3737 -0.6173 -1.6890  -0.501
C1 1.0756 3.5317 -2.4333  0.938
C2 -0.8196 -2.9442 -0.8702  0.161
C3 -0.4149 1.9618 0.5542  0.519
C4 -0.4044 5.7886 -0.5347  0.148
N1 -0.0026 -1.8264 -1.0095  0.091
N2 0.3434 6.4301 -1.4390  -0.056
N3 -1.3222 -6.2348 4.1974  -0.613
N4 0.4118 -5.0829 -1.3888  -0.728
N5 -0.1351 3.5613 -1.8830  -0.282
C5 1.3042 2.4149 -3.4220  -1.138
C6 0.5871 7.8704 -1.4646  -0.992
C7 -0.2716 -5.4943 3.4939  -0.399
C8 -0.2579 -4.2880 -0.3307  0.436
C9 -0.8914 -4.2770 2.8100  -0.610
C10 0.7553 -4.1052 0.8129  -1.243
C11 0.1578 -3.4311 2.0656  -0.590
C12 -0.1674 3.4846 0.5877  -0.851
C13 -0.6148 4.2580 -0.6697  0.451
H1 -0.7222 0.1021 -1.0691  0.549
H2 0.9224 -1.8737 -0.5891  0.161
H3 0.8681 5.8392 -2.0745  0.118
H4 -1.8584 -5.6138 4.8037  0.211
H5 -0.9333 -7.0158 4.7241  0.210
H6 1.1827 -4.5553 -1.7983  0.271
H7 -0.2659 -5.3270 -2.1142  0.288
H8 -0.7135 2.7627 -2.1133  0.393
H9 1.1445 1.4622 -2.9172  0.229
H10 0.5997 2.5119 -4.2445  0.299
H11 2.3260 2.4672 -3.7914  0.352
H12 -0.3011 8.4034 -1.1186  0.327
H13 1.4224 8.1064 -0.8040  0.287
H14 0.8257 8.1877 -2.4799  0.341
H15 0.1991 -6.1520 2.7568  0.284
H16 0.4999 -5.1687 4.1999  0.236
H17 -1.1087 -4.8686 0.0389  0.202
H18 -1.6837 -4.5975 2.1285  0.230
H19 -1.3590 -3.6477 3.5739  0.484
H20 1.1668 -5.0818 1.0809  0.366
H21 1.5930 -3.4981 0.4569  0.505
H22 0.9722 -3.1954 2.7582  0.422
H23 -0.2998 -2.4771 1.7820  0.259
H24 0.9004 3.6577 0.7344  0.285
H25 -0.6916 3.8946 1.4517  0.383
H26 -1.6989 4.1447 -0.6937  0.319

Values from the calculation:
* total charge: -1
* strongest force on any atom: 2.3 eV Å⁻¹

LUMO level values, unit eV, following the record order: 0.9, -2.2, 2.8.
Orbital gap values, unit eV, following the record order: 8.97, 2.21, 8.29.